[1]
{"formula": "C4H9NO2", "method": "the ωB97M-V functional and the def2-TZVPD basis", "energy_ha": -363.06777, "gap_ha": 0.391, "e_homo_ev": -9.891, "de_lowest_kcal_mol": 11.1, "smiles": "C[C@@H](O)CC(N)=O", "lumo_energy_ev": 0.76, "elements": ["C", "C", "O", "C", "C", "O", "N", "H", "H", "H", "H", "H", "H", "H", "H", "H"], "positions_angstrom": [[0.369555, 1.481059, -0.803703], [0.871947, 0.242704, -0.065160], [2.118859, 0.466767, 0.572913], [-0.105175, -0.179059, 1.032946], [-1.406483, -0.690564, 0.438307], [-2.465302, -0.095748, 0.530362], [-1.286724, -1.850840, -0.275372], [0.547888, 2.363641, -0.180338], [-0.706634, 1.414214, -0.997309], [0.882823, 1.617248, -1.762335], [0.971262, -0.589845, -0.781200], [2.749382, 0.750128, -0.100935], [0.368284, -0.950110, 1.652009], [-0.342445, 0.677880, 1.669114], [-2.123163, -2.255787, -0.666048], [-0.444073, -2.401688, -0.263252]], "forces_ev_per_angstrom": [[0.03, 0.05, 0.00], [-0.33, -0.09, -0.17], [0.23, 0.07, -0.14], [-0.02, 0.05, 0.09], [-0.08, 0.05, -0.04], [0.32, -0.19, -0.01], [-0.11, -0.05, 0.03], [-0.06, -0.11, -0.07], [0.17, -0.02, -0.03], [-0.03, 0.00, 0.16], [0.01, 0.14, 0.11], [-0.05, -0.01, 0.16], [-0.08, 0.07, -0.11], [0.04, -0.12, -0.08], [0.09, 0.05, 0.06], [-0.13, 0.11, 0.04]], "nbo_charge": [-0.648, 0.112, -0.718, -0.520, 0.677, -0.609, -0.836, 0.219, 0.232, 0.207, 0.150, 0.468, 0.230, 0.238, 0.405, 0.392]}


[2]
{"formula": "C4H9NO2", "method": "the ωB97M-V functional and the def2-TZVPD basis", "energy_ha": -363.05597, "gap_ha": 0.395, "e_homo_ev": -9.997, "de_lowest_kcal_mol": 18.5, "smiles": "C[C@@H](CO)NC=O", "lumo_energy_ev": 0.75, "elements": ["C", "C", "C", "O", "N", "C", "O", "H", "H", "H", "H", "H", "H", "H", "H", "H"], "positions_angstrom": [[-1.104941, 1.446555, -0.239000], [-0.261815, 0.267571, 0.233319], [-1.028609, -1.052178, 0.138703], [-0.399713, -2.122405, 0.792710], [0.982278, 0.246600, -0.543991], [2.143013, -0.251904, -0.064955], [2.239833, -0.936817, 0.942002], [-0.530662, 2.377926, -0.197189], [-1.986808, 1.566340, 0.395530], [-1.452402, 1.298525, -1.269572], [0.027603, 0.412190, 1.281705], [-2.016943, -0.915732, 0.599755], [-1.197338, -1.273070, -0.929757], [0.541725, -1.908918, 0.913832], [1.024827, 0.815464, -1.376463], [3.019959, 0.029857, -0.676624]], "forces_ev_per_angstrom": [[-0.08, 0.03, -0.01], [-0.08, -0.01, 0.13], [-0.22, 0.28, -0.17], [0.24, -0.04, 0.01], [0.11, 0.04, 0.04], [0.01, -0.04, 0.08], [-0.08, 0.20, -0.33], [-0.08, -0.14, 0.00], [0.12, -0.04, -0.08], [0.07, 0.00, 0.14], [-0.05, -0.01, -0.10], [0.15, 0.02, -0.07], [0.07, -0.04, 0.15], [-0.10, -0.06, 0.05], [0.04, -0.07, 0.09], [-0.11, -0.13, 0.08]], "nbo_charge": [-0.617, -0.089, -0.054, -0.732, -0.613, 0.537, -0.636, 0.217, 0.228, 0.208, 0.214, 0.171, 0.153, 0.494, 0.398, 0.121]}